A cluster of 2 separate species, C3H4OS in total at a distorted geometry. Source: the OMol25 dataset; level of theory: ωB97M-V with the def2-TZVPD basis set.

Last columns: bonded neighbours and bond lengths (Å).
Positions of all 9 atoms, in Å:
1 S 1.954 0.106 0.641  C3 1.776, H9 1.323
2 O -1.710 -1.613 0.096  C5 1.183
3 C 0.205 -0.020 0.359  S1 1.776, C4 1.570, C5 1.431
4 C -0.396 0.320 -1.051  C3 1.570, C5 1.525, H6 1.123, H7 1.143
5 C -0.874 -0.812 -0.148  O2 1.183, C3 1.431, C4 1.525
6 H -0.974 1.277 -1.161  C4 1.123
7 H 0.168 -0.159 -1.923  C4 1.143
8 H -0.423 1.796 1.687  no bonds
9 H 2.049 -0.896 1.499  S1 1.323

Results
**Charge**: 0
**Maximum force**: 2.3 eV/A
**Energy above the lowest of the compared OMol25 structures with the same formula, charge and spin**: 577.4 kJ/mol
**Orbital gap (spin up / spin down)**: 8.1 / 7.9 eV
**HOMO level (spin up / spin down)**: -0.3542 / -0.3182 Ha
**2S+1**: 1